C3H6N2 | ωB97M-V/def2-TZVPD

Each line ends with the Löwdin charge.
Element x y z (Å)
C1 2.26 0.18 -0.61  -0.0396
C2 1.11 0.27 0.16  -0.1716
C3 -0.37 0.22 -0.27  -0.1477
N1 -1.23 0.15 0.75  -0.0997
N2 -2.46 -0.26 0.54  -0.0352
H1 3.33 0.26 -0.21  0.0640
H2 2.32 -0.29 -1.59  0.0320
H3 1.31 0.64 1.18  0.0853
H4 -0.61 0.01 -1.30  0.0929
H5 -2.65 -0.99 -0.11  0.0824
H6 -3.02 -0.18 1.46  0.1373

Properties
Electronic energy ... -227.3206 hartree